(1)
This record from OMol25 describes one molecule with the formula C5H6O. The level of theory is wB97M-V/def2-TZVPD.

Its structure (SMILES) is OC=C=C1CC1. The calculation puts the LUMO energy at 0.808 eV. The orbital gap comes out at 0.340 Ha. Its relative energy (zero: lowest compared OMol25 entry of this formula, charge and spin) is 282.72 kJ/mol. Its highest occupied orbital energy is -8.44 eV.

Each line ends with the Mulliken charge.
CARTESIAN COORDINATES (ANGSTROEM)
O 2.25 1.59 1.19  -0.491
C 2.10 0.74 0.13  -0.277
C 1.03 0.00 -0.08  -0.094
C -0.17 -0.43 -0.27  0.431
C -1.53 0.01 -0.63  -0.455
C -1.28 -1.38 -0.04  -0.603
H 1.37 1.68 1.60  0.299
H 2.98 0.73 -0.50  0.323
H -1.96 0.78 0.01  0.212
H -1.82 0.07 -1.67  0.216
H -1.39 -2.21 -0.73  0.221
H -1.57 -1.60 0.99  0.218


(2)
This record from OMol25 describes one molecule with the formula C12H16N2O4 at a distorted geometry. The level of theory is wB97M-V/def2-TZVPD.

Its structure (SMILES) is CCCCNC(=O)COc1ccccc1[N+](=O)[O-]. The calculation puts the LUMO energy at -0.486 eV. The orbital gap comes out at 0.327 Ha. Its relative energy (zero: lowest compared OMol25 entry of this formula, charge and spin) is 377.24 kJ/mol. Its highest occupied orbital energy is -9.40 eV.

Each line ends with the Mulliken charge.
CARTESIAN COORDINATES (ANGSTROEM)
C 2.78 -2.57 0.85  -1.412
C 2.06 -1.26 0.56  0.108
C 1.65 -1.12 -0.91  -0.542
C 0.47 -2.00 -1.31  -0.808
N -0.77 -1.50 -0.77  -0.096
C -1.75 -0.99 -1.53  0.714
O -1.77 -1.01 -2.74  -0.677
C -2.89 -0.37 -0.70  -0.739
O -2.38 0.28 0.44  -0.519
C -1.53 1.33 0.27  0.989
C -1.45 2.12 -0.87  -0.569
C -0.63 3.23 -0.89  -0.754
C 0.11 3.60 0.23  -0.617
C 0.06 2.81 1.36  -0.527
C -0.73 1.67 1.37  0.343
N -0.64 0.80 2.51  0.967
O -0.43 1.30 3.59  -0.612
O -0.71 -0.40 2.30  -0.590
H 2.13 -3.43 0.66  0.320
H 3.07 -2.61 1.90  0.390
H 3.67 -2.67 0.24  0.343
H 2.72 -0.43 0.81  0.337
H 1.18 -1.18 1.20  -0.025
H 1.40 -0.08 -1.13  0.236
H 2.51 -1.39 -1.54  0.418
H 0.35 -2.01 -2.39  0.359
H 0.62 -3.03 -0.96  0.320
H -0.84 -1.41 0.24  0.225
H -3.49 0.29 -1.34  0.370
H -3.53 -1.16 -0.31  0.411
H -2.01 1.86 -1.75  0.361
H -0.58 3.83 -1.79  0.410
H 0.73 4.48 0.20  0.415
H 0.65 3.04 2.23  0.452


(3)
This record from OMol25 describes one molecule with the formula C3H6N2O2 at a distorted geometry. The level of theory is wB97M-V/def2-TZVPD.

Its structure (SMILES) is NC(=O)NCC=O. The calculation puts the LUMO energy at 0.091 eV. The orbital gap comes out at 0.363 Ha. Its relative energy (zero: lowest compared OMol25 entry of this formula, charge and spin) is 340.77 kJ/mol. Its highest occupied orbital energy is -9.78 eV.

Each line ends with the Mulliken charge.
CARTESIAN COORDINATES (ANGSTROEM)
N 0.53 1.27 -1.10  -0.387
C -0.56 1.44 -0.04  0.433
O -1.05 2.57 -0.10  -0.601
N -0.77 0.31 0.77  -0.220
C -0.43 -1.20 0.76  -0.351
C 0.94 -1.34 -0.04  -0.049
O 1.17 -1.99 -1.08  -0.493
H 0.26 2.12 -1.67  0.234
H 1.21 0.53 -1.35  0.214
H -1.25 0.38 1.65  0.218
H -1.04 -1.81 -0.07  0.211
H -0.66 -1.65 1.73  0.395
H 1.63 -0.62 0.53  0.394